1.
A cluster of 3 separate species, C4H15NO2 in total at a distorted geometry. Source: OMol25; level of theory: wB97M-V/def2-TZVPD.

- Calculated total energy: -366.5880 Eh
- SMILES string: CCCNC.O.O
- Kohn-Sham gap: 10.05 eV
- Energy above the lowest of the compared OMol25 structures with the same formula, charge and spin: 1.718 eV
- Lowest unoccupied orbital energy: 0.6 eV
- Charge: 0

Last column: Mulliken charge in e.
Cartesian coordinates (Å):
C 1.30341 1.62363 -0.87150  -0.9030
C 1.81113 0.18487 -0.67526  -0.4381
C 1.00597 -0.60102 0.35066  -0.7482
N -0.37357 -0.71365 -0.04652  -0.1854
C -1.20914 -1.74324 0.60795  -0.9185
H 1.20893 2.31881 0.04236  0.2287
H 2.05494 2.19190 -1.51033  0.3327
H 0.27201 1.56217 -1.33549  0.1022
H 1.80879 -0.26921 -1.64133  0.2924
H 2.80960 0.21497 -0.33729  0.3833
H 1.52505 -1.66486 0.41641  0.2597
H 1.22241 -0.23019 1.37740  0.3563
H -0.97993 0.08795 0.03192  0.3254
H -0.67634 -2.70156 0.37943  0.3305
H -1.35178 -1.59515 1.74193  0.2562
H -2.17532 -1.74422 0.03751  0.3175
H -1.81336 0.52450 -2.52553  0.3027
H -1.45429 -0.87507 -1.98181  0.3926
O -2.21354 -0.35952 -2.45330  -0.6834
H -0.80497 1.42409 3.22687  0.3229
H 0.02607 1.02395 2.01843  0.3275
O 0.14791 1.35227 2.94256  -0.6539

Cartesian forces, eV/Å:
C -0.134 1.416 -0.007
C -1.111 1.299 0.945
C 1.740 -1.844 0.270
N -1.379 -0.874 0.358
C 0.621 -0.626 -0.141
H 0.147 -1.493 -0.883
H -1.284 -0.720 0.327
H 1.248 0.453 0.192
H -0.148 -0.633 -0.610
H 1.345 0.017 0.394
H -1.486 1.710 -0.346
H -0.366 0.117 -0.440
H 0.797 0.947 -0.146
H -0.732 0.467 0.649
H 0.126 -0.324 -1.604
H 0.653 -0.102 0.921
H -0.304 -0.393 -0.087
H -1.769 1.273 -1.045
O 2.148 -0.811 1.163
H 1.503 0.012 -0.126
H 0.396 0.411 1.008
O -2.011 -0.303 -0.793

2.
A structure of composition C23H29ClCoF4N3O2 at a distorted geometry. Source: OMol25; level of theory: wB97M-V/def2-TZVPD.

- Calculated total energy: -3450.9182 Eh
- Kohn-Sham gap (alpha / beta): 8.14 / 5.50 eV
- Spin multiplicity: 5
- Energy above the lowest of the compared OMol25 structures with the same formula, charge and spin: 0.000 eV
- Lowest unoccupied orbital energy (alpha / beta): 0.3 / -2.8 eV
- Charge: 0

Last column: Mulliken charge in e.
Cartesian coordinates (Å):
Co 0.29930 0.40232 0.24373  -0.5904
C 0.05421 2.50280 -2.86942  -1.1868
C -1.17595 1.61567 -2.71383  -0.8833
N -0.97236 0.32926 -2.02558  1.1317
C -2.24457 -0.41327 -2.07630  -0.7999
C -3.29483 -0.00232 -1.05115  -1.1340
C 0.07327 -0.44400 -2.70555  -1.1613
C 0.50622 -1.68484 -1.92623  -1.2472
N 0.94429 -1.28634 -0.61195  1.3680
C 1.89897 -1.99867 -0.00828  -0.0603
C 2.57912 -1.43518 1.10155  -0.0458
F 2.14272 -0.21770 1.52889  -0.4188
C 3.62744 -2.05352 1.74095  0.2979
F 4.21757 -1.45518 2.78524  -0.2940
C 4.06176 -3.31214 1.34932  -0.5648
C 3.37564 -3.92846 0.31771  0.1396
F 3.72381 -5.18021 -0.02536  -0.3070
C 2.32588 -3.31619 -0.33976  0.5878
F 1.66656 -4.04702 -1.27056  -0.3286
H -0.26991 3.51031 -3.12666  0.4386
H 0.72226 2.15936 -3.65670  0.4044
H 0.60339 2.53398 -1.93399  -0.1197
H -1.59689 1.41569 -3.71406  0.4424
H -1.92015 2.17162 -2.14077  0.5464
H -2.03140 -1.46980 -1.91110  0.1818
H -2.67134 -0.31376 -3.08731  0.4169
H -2.95636 -0.26293 -0.05359  0.0011
H -4.22081 -0.53435 -1.26248  0.4910
H -3.50438 1.06223 -1.06651  0.2803
H 0.95844 0.18848 -2.78503  0.3560
H -0.24743 -0.74154 -3.71700  0.3532
H 1.33165 -2.13743 -2.48742  0.6035
H -0.29942 -2.42971 -1.86204  0.3839
H 4.88390 -3.79601 1.84457  0.5369
C 0.19703 -1.26260 3.31385  -1.5340
N -0.71944 -1.03031 2.20021  1.1921
C -1.12592 -2.31356 1.63432  -1.2703
C -1.89185 -0.27479 2.67695  -1.6812
C -2.12410 1.02721 1.95218  2.3925
C -3.22285 1.79138 2.33849  -0.8762
C -3.44802 3.03498 1.78303  -0.7048
C -2.54118 3.54156 0.86941  -0.8339
C -1.46481 2.76923 0.46353  0.0178
C -1.24789 1.48590 0.96532  -0.4473
H -0.31022 -1.75606 4.15457  0.4174
H 0.60973 -0.31355 3.64882  0.3957
H 1.01472 -1.91044 3.00357  0.3839
H -1.62052 -2.94895 2.38246  0.4503
H -0.25383 -2.85026 1.26670  0.2594
H -1.80541 -2.15329 0.80080  0.1996
H -1.76541 -0.03685 3.74166  0.5021
H -2.79176 -0.89840 2.60327  0.4039
H -3.90643 1.40209 3.08180  0.4397
H -4.31673 3.60973 2.07248  0.3911
H -2.67448 4.53170 0.45932  0.4305
H -0.77143 3.20288 -0.24156  0.4920
Cl 4.04092 3.53948 0.59698  -0.2175
C 3.76520 2.74749 -0.96171  -0.6423
C 2.83466 1.51820 -0.80112  0.5604
O 3.21163 0.44518 -1.23983  -0.6659
O 1.71561 1.76659 -0.26470  -0.4967
H 4.72544 2.42390 -1.36230  0.3639
H 3.29672 3.48042 -1.62181  0.2582

Cartesian forces, eV/Å:
Co -0.673 0.870 0.461
C -0.155 -0.229 0.123
C -0.025 0.300 -0.091
N 0.343 -0.224 -0.096
C -0.206 -0.011 0.158
C 0.255 -0.109 -0.149
C -0.081 0.118 0.196
C -0.046 0.161 -0.692
N 0.046 -0.390 -0.021
C 0.565 -0.646 0.226
C -0.382 0.833 0.187
F 0.759 -0.882 -0.133
C 0.068 0.124 0.306
F -0.171 -0.034 -0.319
C -0.409 0.359 -0.199
C 0.047 -0.301 -0.042
F -0.168 0.363 -0.034
C -0.182 -0.422 -0.454
F 0.380 0.456 0.499
H -0.008 0.031 -0.014
H 0.050 -0.033 -0.060
H 0.089 0.147 0.043
H -0.075 0.010 0.080
H -0.040 -0.121 -0.061
H -0.018 -0.012 -0.102
H 0.111 -0.127 -0.001
H -0.095 0.057 0.067
H -0.075 -0.052 -0.021
H -0.004 0.155 0.044
H -0.039 -0.051 -0.092
H 0.070 -0.041 0.014
H -0.184 -0.011 0.124
H 0.165 0.081 0.103
H 0.112 -0.104 0.099
C -0.019 -0.019 0.047
N 0.076 -0.223 -0.034
C -0.004 -0.005 0.093
C -0.072 0.166 -0.091
C 0.094 0.490 -0.130
C 0.041 -0.242 0.021
C -0.149 0.052 0.082
C 0.041 0.105 -0.228
C -0.251 0.090 0.210
C 0.450 -0.361 0.072
H -0.002 0.022 0.007
H 0.014 0.009 0.082
H 0.033 -0.018 -0.019
H -0.061 -0.003 -0.028
H 0.053 -0.058 -0.017
H -0.099 0.015 -0.073
H -0.005 -0.153 -0.131
H 0.074 -0.051 0.049
H -0.122 -0.021 0.121
H -0.027 0.063 0.056
H -0.061 0.146 -0.029
H 0.157 -0.015 -0.157
Cl 0.099 0.182 0.260
C -0.202 -0.527 -0.190
C 0.268 1.130 -0.132
O 0.355 -1.015 -0.364
O -0.602 0.013 0.269
H -0.150 0.084 0.062
H 0.044 -0.122 0.045

3.
A structure of composition C44H58As2CsIN2O6SSi at a distorted geometry. Source: OMol25; level of theory: wB97M-V/def2-TZVPD.

- Calculated total energy: -7749.6195 Eh
- Kohn-Sham gap: 6.23 eV
- Energy above the lowest of the compared OMol25 structures with the same formula, charge and spin: 1.896 eV
- Lowest unoccupied orbital energy: 3.8 eV
- Charge: -2

Last column: Mulliken charge in e.
Cartesian coordinates (Å):
Cs 1.94063 -1.05254 1.16302  1.4875
C -1.67533 0.40712 2.68172  -0.3802
C -1.17225 0.73547 4.07474  -1.2210
As 0.78431 0.52199 4.33971  0.5715
C 0.72322 -0.11837 6.14407  0.1870
C -0.06130 -1.20791 6.45138  -0.4506
C -0.04308 -1.69285 7.79106  -0.5939
C 0.75467 -1.11189 8.76639  -0.4156
C 1.64556 -0.11041 8.42495  -0.5242
C 1.66308 0.33430 7.10719  -0.4438
C 1.33807 2.36200 4.80416  0.4093
C 0.62191 3.06284 5.72572  0.1196
C 1.02378 4.31738 6.20732  -0.9403
C 2.21102 4.82421 5.73780  -0.4445
C 2.89288 4.13399 4.75284  -0.4494
C 2.47454 2.92302 4.27015  -0.1728
As -1.09252 1.65910 1.23633  0.7753
C -2.33628 0.96036 -0.09160  0.5350
C -3.15776 1.69560 -0.93421  -0.6507
C -4.01319 1.04576 -1.82499  -0.7697
C -4.02888 -0.34042 -1.84962  -0.2833
C -3.27425 -1.10658 -0.97215  -0.8178
C -2.42393 -0.46051 -0.06980  -0.6740
C -2.14097 3.25332 1.80606  -0.0687
C -3.52271 3.24728 1.98591  -0.0698
C -4.19237 4.37197 2.40417  -0.6876
C -3.46773 5.49560 2.82616  -0.3620
C -2.08759 5.51355 2.71895  -0.6185
C -1.45790 4.37416 2.23507  -0.2201
H -2.77560 0.38396 2.62331  0.5190
H -1.39862 -0.61474 2.34802  -0.1894
H -1.63126 0.08441 4.78566  0.7377
H -1.44524 1.76791 4.37747  0.4190
H -0.62329 -1.62668 5.61722  0.3981
H -0.68783 -2.49762 8.03885  0.4150
H 0.67323 -1.57035 9.77612  0.2697
H 2.32112 0.31834 9.19525  0.3314
H 2.26902 1.21019 6.84454  0.3258
H -0.26329 2.59254 6.18901  0.2680
H 0.44677 4.84883 6.94132  0.4481
H 2.63409 5.79275 6.05232  0.3039
H 3.85792 4.53704 4.37522  0.3235
H 3.06810 2.35738 3.54793  -0.1786
H -3.09393 2.74787 -0.88976  0.6940
H -4.64845 1.55799 -2.53445  0.3556
H -4.71794 -0.88659 -2.46652  0.3649
H -3.36078 -2.20352 -1.00177  0.4474
H -1.81287 -1.01710 0.61785  0.5011
H -4.04566 2.33144 1.72450  0.3533
H -5.28631 4.28076 2.49168  0.3225
H -3.97980 6.36688 3.20739  0.3487
H -1.45278 6.32562 3.07751  0.3934
H -0.38955 4.38466 2.03982  0.3496
O -2.42709 -3.08056 3.23613  -0.4254
N -2.05773 -4.17934 2.85109  -0.3775
N -0.80856 -4.12797 2.26969  0.4806
O -0.15375 -3.00006 2.25893  -0.5751
C -0.20705 -5.33686 1.85899  0.0316
C -0.78034 -6.61536 2.04733  -0.4006
C -0.10078 -7.71531 1.60419  -0.5203
C 1.19582 -7.62388 1.13988  -0.2592
C 1.80776 -6.41850 1.01428  -0.5071
C 1.11479 -5.26525 1.29859  -0.2471
H -1.74609 -6.68748 2.48936  0.4612
H -0.50825 -8.71488 1.66928  0.3275
H 1.67860 -8.55782 0.80707  0.2953
H 2.87758 -6.40710 0.69828  0.2767
H 1.58810 -4.31664 1.18229  0.3535
O 1.37551 3.26075 -1.30477  -0.6702
H 1.68235 2.62582 -0.62833  0.3348
H 0.76840 2.65428 -1.79195  0.1436
I 4.84006 0.48461 2.64507  -0.8397
C -0.60933 1.70760 -6.60707  -1.7959
C -0.42913 2.18044 -5.16595  2.1547
C -1.72222 1.95648 -4.36658  -1.2223
C 0.11106 3.61026 -5.13276  -1.9499
O 0.61106 1.44107 -4.58891  0.1186
Si 0.86405 -0.09725 -3.98525  -1.8622
S 0.81661 -0.05660 -1.96129  0.3210
O -0.36326 -0.99909 -4.59593  0.5046
C -0.59730 -2.43391 -4.41418  1.5650
C -0.13225 -3.06962 -5.74823  -1.7324
C -2.11254 -2.65719 -4.20225  -1.6078
C 0.14840 -3.11994 -3.28481  -1.1450
O 2.19454 -0.78233 -4.71058  -0.1157
C 3.59421 -0.34764 -4.74606  1.8965
C 4.36203 -1.62495 -4.88788  -1.8206
C 3.70752 0.50610 -6.01122  -1.5362
C 4.09288 0.39359 -3.55020  -1.6264
H -1.36109 2.35678 -7.06819  0.5053
H -0.97890 0.66132 -6.60875  0.1455
H 0.26806 1.75169 -7.24651  0.3620
H -2.54004 2.50564 -4.85227  0.5374
H -1.67522 2.21890 -3.30729  0.1036
H -1.91080 0.88811 -4.43996  0.2055
H -0.56788 4.23474 -5.67350  0.4628
H 1.03558 3.65812 -5.69423  0.3789
H 0.24960 4.02592 -4.16579  0.3348
H -0.54832 -2.40265 -6.52483  0.2977
H -0.50636 -4.09315 -5.86109  0.4167
H 0.96833 -2.99963 -5.68143  0.2094
H -2.66734 -2.17153 -5.01656  0.3215
H -2.34677 -2.16872 -3.25455  0.0726
H -2.29228 -3.72309 -4.15483  0.5087
H 1.28987 -3.06528 -3.46742  -0.0501
H -0.23270 -4.16484 -3.23875  0.5270
H -0.07066 -2.55028 -2.37331  0.2012
H 4.14012 -2.15530 -5.85374  0.3143
H 4.19002 -2.39057 -4.11843  0.3102
H 5.42056 -1.42659 -5.04450  0.4654
H 3.53237 -0.09154 -6.92962  0.3100
H 4.66419 0.98806 -6.08008  0.4222
H 2.98041 1.26857 -5.85569  0.1396
H 3.78841 -0.05136 -2.61595  0.3555
H 3.72286 1.41171 -3.54528  0.3413
H 5.18969 0.39006 -3.60461  0.4240

Cartesian forces, eV/Å:
Cs -0.269 -0.200 -0.121
C -0.333 -0.346 -0.656
C 0.158 1.148 -0.178
As 0.197 0.475 -0.877
C 1.445 -0.146 1.076
C 0.148 -0.169 1.074
C -0.025 0.826 -1.545
C -0.519 -1.278 0.475
C 0.543 0.339 0.133
C -0.710 1.106 -0.095
C -0.533 -0.980 -0.608
C -1.400 0.643 1.701
C -0.092 -0.725 -0.236
C 0.497 1.016 -0.319
C 1.825 0.814 -0.438
C 0.405 -0.673 -0.499
As -0.136 0.454 0.193
C -0.306 -1.591 0.589
C 0.174 -0.955 -0.164
C 0.332 -0.448 0.052
C -0.336 -0.263 0.455
C 0.525 0.089 0.543
C -0.428 0.843 -1.119
C -0.008 -0.457 0.687
C 0.318 -0.707 -0.766
C -0.484 -0.001 0.705
C -0.295 0.177 -0.269
C 0.092 -0.477 0.402
C 0.948 0.158 -0.977
H 0.225 0.167 0.272
H 0.236 0.493 0.565
H -0.373 -0.546 0.484
H 0.087 -0.434 -0.228
H -0.295 -0.399 0.589
H -0.449 -0.684 0.267
H 0.301 0.690 -0.650
H -0.475 -0.272 -0.742
H 0.044 -0.566 0.132
H 0.365 0.341 -0.330
H -0.224 0.045 0.232
H -0.440 -0.531 0.069
H -0.799 -0.229 0.251
H -0.094 0.300 0.136
H -0.085 1.131 -0.109
H 0.042 0.350 0.124
H -0.193 0.087 -0.542
H 0.148 0.600 0.137
H 0.021 -0.353 -0.091
H -0.249 0.181 0.015
H 0.549 0.468 0.036
H -0.158 0.062 0.048
H -0.449 0.001 -0.181
H 0.090 0.105 0.367
O -0.342 0.132 0.238
N 1.631 -0.363 -0.980
N -1.336 -0.048 0.848
O 0.482 0.014 -0.499
C 1.278 0.050 -0.192
C 0.019 1.327 -0.362
C 0.271 -0.675 0.200
C -0.004 -1.989 -0.606
C 1.481 0.459 -0.495
C -1.379 0.097 0.945
H -0.543 -0.052 0.207
H -0.368 0.039 0.146
H -0.033 0.579 0.301
H -1.019 0.308 0.120
H -0.003 0.493 0.054
O -0.560 -0.934 0.122
H 0.005 0.493 -0.345
H 0.595 0.411 0.139
I 0.265 -0.061 0.004
C -1.125 -0.239 -0.126
C 0.874 -0.017 0.483
C 0.039 0.167 -0.721
C -0.615 -0.394 -1.168
O 1.087 -1.150 0.319
Si -0.205 0.614 0.318
S 0.284 0.198 0.658
O -0.717 -1.567 0.077
C -0.245 -0.026 -1.329
C -0.193 1.010 0.574
C 1.035 1.099 -0.091
C 1.186 0.526 0.066
O 0.766 0.707 0.299
C -1.334 -1.108 -0.973
C 0.516 -1.700 -1.730
C 0.119 -0.867 0.089
C 0.244 0.491 0.322
H -0.145 -0.170 -0.169
H 0.178 0.559 0.011
H 0.406 0.108 0.339
H -0.014 -0.081 0.184
H 0.302 0.105 -0.193
H -0.304 -0.087 0.167
H -0.693 0.716 -0.336
H 0.402 -0.155 0.060
H 0.157 0.041 1.030
H 0.414 -0.539 -0.030
H 0.248 0.089 -0.014
H -0.451 -0.239 -0.676
H -0.007 -0.231 0.199
H -0.327 -0.150 -0.084
H -0.302 -0.207 -0.004
H -1.803 -0.281 0.376
H 0.528 0.597 0.132
H 0.173 -0.524 0.075
H -0.421 0.506 0.678
H 0.128 0.596 0.149
H 0.325 0.109 0.601
H -0.131 0.401 0.571
H 0.724 0.178 -0.056
H -0.743 0.704 -0.418
H -0.132 -0.304 0.234
H -0.030 0.332 0.086
H -0.199 0.226 0.103